# 1
Formula: C41H24F9LiN5O10P
Source: OMol25
Level of theory: ωB97M-V/def2-TZVPD

ORCA input file:
```
! wB97M-V def2-TZVPD RIJCOSX def2/J DEFGRID3
* xyz -2 1
Li -24.414 -5.763 2.691
O -24.649 -8.346 -1.168
C -25.286 -7.502 -1.980
C -25.521 -7.938 -3.287
C -26.174 -7.110 -4.146
C -26.623 -5.823 -3.676
C -26.325 -5.452 -2.338
C -25.690 -6.301 -1.497
C -25.276 -5.816 -0.123
O -24.927 -6.641 0.797
N -25.118 -4.511 -0.003
N -24.720 -4.166 1.281
C -24.148 -3.007 1.477
C -23.909 -2.433 2.822
C -23.439 -1.163 2.831
C -22.908 -0.545 3.925
C -22.984 -1.289 5.125
C -23.485 -2.596 5.192
C -23.899 -3.280 3.981
O -24.124 -4.567 4.010
H -24.647 -7.987 -0.222
H -25.094 -8.811 -3.728
H -26.379 -7.411 -5.169
H -27.183 -5.161 -4.470
H -26.625 -4.561 -1.947
H -23.963 -2.312 0.614
H -23.514 -0.569 1.949
H -22.768 0.506 3.883
H -22.682 -0.928 6.165
H -23.487 -3.148 6.101
F -18.037 -11.097 -1.914
C -17.573 -10.122 -1.054
F -16.426 -9.632 -1.486
F -17.216 -10.810 0.096
C -18.610 -9.040 -0.853
C -18.193 -7.778 -0.454
C -19.114 -6.786 -0.279
C -20.496 -6.933 -0.467
C -20.881 -8.221 -0.736
C -20.013 -9.242 -0.991
P -21.842 -5.780 -0.166
C -20.868 -4.375 0.528
C -20.281 -3.418 -0.255
C -19.868 -2.222 0.293
C -20.014 -2.014 1.620
C -20.554 -2.977 2.474
C -21.000 -4.145 1.900
C -19.665 -0.605 2.168
F -20.409 0.266 1.531
F -18.345 -0.326 1.909
F -19.888 -0.453 3.425
C -22.006 -5.183 -1.999
C -21.423 -5.893 -3.029
C -21.484 -5.299 -4.355
C -22.248 -4.160 -4.501
C -23.002 -3.573 -3.483
C -22.887 -4.127 -2.195
C -22.344 -3.546 -5.893
F -23.656 -3.401 -6.206
F -21.850 -2.337 -5.916
F -21.772 -4.268 -6.850
H -17.152 -7.553 -0.301
H -18.775 -5.829 0.032
H -21.983 -8.332 -0.813
H -20.411 -10.225 -1.286
H -20.015 -3.600 -1.277
H -19.430 -1.455 -0.329
H -20.671 -2.736 3.507
H -21.480 -4.915 2.569
H -20.613 -6.638 -2.988
H -20.930 -5.665 -5.221
H -23.577 -2.665 -3.797
H -23.431 -3.669 -1.264
O -22.541 -9.223 8.699
N -21.682 -9.201 7.865
O -20.476 -9.456 8.047
C -22.067 -8.842 6.558
C -23.304 -8.320 6.265
C -23.644 -7.762 5.080
C -22.651 -7.719 4.018
O -22.868 -7.239 2.874
C -21.408 -8.340 4.331
C -21.067 -8.809 5.567
N -20.387 -8.380 3.264
O -20.698 -8.966 2.181
O -19.287 -7.873 3.468
N -25.046 -7.353 4.895
O -25.751 -7.254 5.887
O -25.470 -7.208 3.747
H -24.036 -8.306 7.036
H -20.048 -9.126 5.822
*
```


# 2
Formula: C41H29Cl2F3N4O2S2SbTi
Source: OMol25
Level of theory: ωB97M-V/def2-TZVPD

ORCA input file:
```
! wB97M-V def2-TZVPD RIJCOSX def2/J DEFGRID3
* xyz 3 1
Ti -0.370 -0.159 0.079
Cl 0.174 -0.121 2.486
C 1.913 -0.422 2.639
C 2.442 -0.620 3.887
C 3.809 -0.869 3.953
C 4.579 -0.925 2.805
C 4.002 -0.718 1.559
Cl 4.971 -0.792 0.144
C 2.639 -0.449 1.457
S 1.884 -0.106 -0.084
H 1.826 -0.584 4.778
H 4.275 -1.027 4.919
H 5.644 -1.124 2.864
O 0.889 -4.167 -6.497
C 0.259 -4.169 -5.321
O -0.087 -5.185 -4.791
C 0.011 -2.850 -4.626
C -1.128 -2.781 -3.829
C -1.311 -1.718 -2.968
C -0.338 -0.722 -2.917
C 0.773 -0.744 -3.743
C 0.937 -1.818 -4.612
N -0.495 0.314 -1.924
C -0.455 1.559 -2.231
C -0.628 2.545 -1.174
C -0.630 3.895 -1.413
C -0.857 4.758 -0.337
C -1.084 4.219 0.909
C -1.061 2.835 1.067
N -0.829 2.011 0.054
H 0.961 -3.289 -6.877
H -1.849 -3.591 -3.872
H -2.180 -1.669 -2.329
H 1.534 0.027 -3.675
H 1.835 -1.872 -5.220
H -0.318 1.874 -3.260
H -0.459 4.277 -2.416
H -0.858 5.831 -0.487
H -1.276 4.848 1.772
H -1.230 2.387 2.032
S -2.525 -0.601 1.258
C -3.775 -0.135 0.160
N -5.049 -0.335 0.584
C -6.127 -0.028 -0.171
C -5.933 0.504 -1.412
C -4.615 0.691 -1.803
N -3.558 0.381 -1.041
H -5.185 -0.730 1.501
H -7.098 -0.227 0.265
H -6.766 0.762 -2.052
H -4.394 1.110 -2.784
F 2.182 -4.663 5.540
C 1.661 -4.323 4.360
C 0.344 -3.897 4.314
C -0.185 -3.522 3.088
C 0.594 -3.575 1.933
C 1.916 -4.009 2.015
C 2.457 -4.393 3.233
Sb -0.138 -3.011 0.038
C 1.260 -3.927 -1.223
C 2.263 -3.244 -1.905
C 3.183 -3.936 -2.681
C 3.079 -5.312 -2.762
F 3.949 -5.974 -3.514
C 2.107 -6.023 -2.079
C 1.200 -5.323 -1.303
C -1.898 -4.100 -0.326
C -2.937 -4.129 0.608
C -4.084 -4.867 0.362
C -4.182 -5.562 -0.831
F -5.287 -6.261 -1.072
C -3.170 -5.559 -1.774
C -2.023 -4.823 -1.513
H -0.246 -3.884 5.223
H -1.218 -3.199 3.054
H 2.530 -4.082 1.124
H 3.476 -4.755 3.316
H 2.355 -2.176 -1.830
H 3.982 -3.430 -3.213
H 2.073 -7.103 -2.163
H 0.444 -5.883 -0.761
H -2.860 -3.601 1.549
H -4.889 -4.934 1.086
H -3.278 -6.137 -2.684
H -1.222 -4.841 -2.248
*
```


Computed values of HOMO energy (unit: eV) for the preceding records, in sequence: -2.254; -15.855.
Computed values of maximum force (unit: eV/A) for the preceding records, in sequence: 3.93; 0.46.
Computed values of M (unit: g/mol) for the preceding records, in sequence: 955.57; 971.37.